[1]
Molecular formula: C37H45AsBaF6N3P2SeSi2
Method: DFT, wB97M-V/def2-TZVPD

Results
2S+1 = 2
Frontier orbital gap = 4.59 eV
F_max = 0.1146 Eh/bohr
E_LUMO = 3.83 eV
Charge = -2
M = 1055.1 g/mol
ΔE to the lowest compared entry with this formula, charge and spin = 214.3 kJ/mol
Expectation value of S² = 0.7727

Structure (XYZ):
```
98
Properties=species:S:1:pos:R:3:lowdin_spin:R:1
Ba -0.127 1.520 1.326 0.000
C -4.599 0.116 1.990 0.000
N -4.446 0.208 0.517 0.000
P -3.435 1.617 0.089 0.000
C -3.908 1.771 -1.688 0.000
C -2.982 2.281 -2.592 0.000
C -3.350 2.468 -3.922 0.000
C -4.629 2.150 -4.352 0.000
C -5.557 1.647 -3.445 0.000
C -5.196 1.463 -2.121 0.000
C -4.542 2.970 0.698 0.000
C -5.903 2.787 0.935 0.000
C -6.702 3.852 1.325 0.000
C -6.147 5.117 1.476 0.000
C -4.793 5.305 1.234 0.000
C -3.986 4.240 0.850 0.000
P -3.663 -1.310 0.095 0.000
C -5.152 -2.358 -0.167 0.000
C -4.994 -3.739 -0.058 0.000
C -6.073 -4.593 -0.246 0.000
C -7.329 -4.073 -0.530 0.000
C -7.498 -2.698 -0.627 0.000
C -6.415 -1.846 -0.447 0.000
C -3.018 -1.148 -1.608 0.000
C -3.731 -1.394 -2.779 0.000
C -3.087 -1.375 -4.007 0.000
C -1.724 -1.115 -4.080 0.000
C -1.000 -0.877 -2.921 0.000
C -1.647 -0.909 -1.697 0.000
H -5.016 1.042 2.385 0.000
H -3.648 -0.080 2.502 0.000
H -5.288 -0.696 2.233 0.000
H -1.995 2.571 -2.232 0.000
H -2.624 2.870 -4.618 0.000
H -4.907 2.291 -5.390 0.000
H -6.562 1.402 -3.772 0.000
H -5.917 1.072 -1.413 0.000
H -6.341 1.802 0.810 0.000
H -7.758 3.693 1.512 0.000
H -6.769 5.950 1.782 0.000
H -4.350 6.288 1.344 0.000
H -2.921 4.380 0.649 0.000
H -4.016 -4.145 0.176 0.000
H -5.933 -5.664 -0.160 0.000
H -8.175 -4.736 -0.664 0.000
H -8.476 -2.286 -0.847 0.000
H -6.537 -0.771 -0.514 0.000
H -4.795 -1.588 -2.735 0.000
H -3.653 -1.562 -4.912 0.000
H -1.226 -1.099 -5.042 0.000
H 0.064 -0.686 -2.961 0.000
H -1.068 -0.762 -0.791 0.000
C 4.980 1.081 -1.588 0.006
Si 3.985 1.039 0.016 0.032
C 5.126 1.421 1.475 0.005
C 2.897 2.544 -0.106 0.000
N 3.097 -0.434 0.204 0.223
C 3.714 -1.606 0.229 0.085
C 5.161 -1.719 0.276 0.061
C 5.867 -2.879 0.163 0.085
C 5.174 -4.096 -0.025 0.073
C 3.812 -4.090 -0.036 0.069
C 2.984 -2.914 0.158 0.078
N 1.678 -2.988 0.224 0.224
Si 0.622 -4.330 0.179 0.033
C -0.180 -4.459 -1.523 0.008
C 1.276 -6.087 0.512 -0.001
C -0.713 -4.145 1.470 0.004
H 5.428 2.071 -1.723 0.000
H 4.301 0.905 -2.427 0.000
H 5.770 0.331 -1.644 0.001
H 5.468 2.459 1.418 0.000
H 6.002 0.775 1.549 0.000
H 4.558 1.306 2.403 0.000
H 3.505 3.379 -0.466 0.000
H 2.488 2.864 0.858 0.000
H 2.044 2.456 -0.785 0.000
H 5.722 -0.806 0.401 0.000
H 6.951 -2.862 0.205 0.005
H 5.715 -5.026 -0.160 0.004
H 3.297 -5.023 -0.190 0.001
H 0.472 -4.033 -2.289 0.000
H -1.129 -3.919 -1.571 0.000
H -0.373 -5.506 -1.782 0.001
H 1.857 -6.498 -0.317 0.000
H 0.413 -6.742 0.672 0.000
H 1.904 -6.127 1.407 0.000
H -1.453 -3.393 1.197 0.000
H -0.291 -3.857 2.432 0.000
H -1.229 -5.103 1.598 0.001
F -0.680 -0.319 2.484 0.000
As 0.115 0.005 4.056 0.000
F -1.075 1.258 4.225 0.000
F -0.927 -1.127 4.807 0.000
F 1.125 1.231 3.239 0.001
F 1.295 -1.164 3.704 0.000
F 0.848 0.449 5.541 0.000
Se -0.621 3.816 -0.367 0.000
```


[2]
Molecular formula: C37H45BrClN9O4SSc
Method: DFT, wB97M-V/def2-TZVPD

Results
Frontier orbital gap = 5.79 eV
F_max = 0.1590 Eh/bohr
E_LUMO = 2.43 eV
Charge = -1
M = 872.2 g/mol
ΔE to the lowest compared entry with this formula, charge and spin = 1470.9 kJ/mol

Structure (XYZ):
```
99
Properties=species:S:1:pos:R:3:mulliken_charge:R:1
Sc -0.018 -0.014 0.077 -0.205
C -1.823 4.533 -2.648 -0.924
N -1.773 3.099 -2.509 0.721
C -2.124 2.319 -3.674 -0.916
C -1.082 2.515 -1.469 -0.178
N -1.486 1.468 -0.777 0.326
C -2.746 0.819 -0.895 0.294
C -3.909 1.556 -1.099 -0.322
C -5.164 0.966 -1.118 -0.810
C -5.288 -0.391 -0.887 -0.814
C -4.153 -1.148 -0.640 -0.566
C -2.872 -0.600 -0.662 -0.897
N -1.744 -1.420 -0.284 1.970
C -1.345 -2.654 -0.772 -0.366
N -0.238 -3.457 -0.212 0.368
C 0.643 -2.832 1.132 -0.918
C 0.651 -4.138 -1.125 -1.143
N -1.894 -3.309 -1.851 0.484
C -2.576 -4.568 -1.662 -1.229
C -2.291 -2.543 -3.015 -1.047
N 0.109 3.121 -1.148 0.721
C 1.122 3.181 -2.195 -3.140
C 0.674 2.798 0.183 -1.587
H -2.767 4.807 -3.127 0.325
H -1.004 4.938 -3.259 0.122
H -1.787 5.005 -1.669 0.341
H -3.159 2.511 -3.976 0.347
H -2.021 1.257 -3.461 0.115
H -1.465 2.567 -4.516 0.320
H -3.827 2.628 -1.212 0.471
H -6.043 1.579 -1.277 0.397
H -6.265 -0.858 -0.862 0.395
H -4.254 -2.198 -0.391 0.369
H -0.363 -2.470 2.307 2.067
H 1.260 -1.804 0.733 0.600
H 1.341 -3.505 1.581 0.964
H 0.133 -4.881 -1.739 0.311
H 1.395 -4.667 -0.528 0.417
H 1.159 -3.417 -1.772 0.261
H -2.203 -5.060 -0.765 0.355
H -2.399 -5.228 -2.516 0.321
H -3.661 -4.421 -1.562 0.297
H -1.689 -1.639 -3.079 0.198
H -3.354 -2.269 -3.005 0.311
H -2.103 -3.144 -3.909 0.362
H 0.781 3.646 -3.128 0.541
H 1.321 2.169 -2.462 0.985
H 1.994 3.617 -1.775 1.440
H -0.103 2.931 0.938 0.337
H 1.453 3.527 0.391 0.402
H 1.124 1.799 0.281 0.300
N 3.061 -0.696 3.294 0.014
C 4.107 0.232 3.351 -0.650
C 5.098 0.076 4.307 -0.684
C 6.152 0.978 4.396 -0.554
C 6.216 2.049 3.523 -0.867
C 5.221 2.212 2.565 -0.607
C 4.169 1.315 2.470 1.178
S 2.941 1.577 1.234 0.257
N 1.867 0.241 1.482 0.161
C 2.009 -0.675 2.406 0.861
C 1.039 -1.841 2.658 0.238
C 0.997 -2.899 3.583 -1.291
C -0.034 -3.892 3.584 -1.392
C -1.224 -3.972 2.677 -1.692
C -1.417 -3.028 1.732 -0.688
N -0.267 -1.801 1.538 -0.406
H 3.093 -1.434 3.973 -0.022
H 5.052 -0.762 4.994 0.392
H 6.917 0.839 5.149 0.368
H 7.030 2.759 3.583 0.381
H 5.265 3.052 1.881 0.483
H 1.775 -2.991 4.329 0.368
H 0.050 -4.659 4.339 0.314
H -1.948 -4.765 2.778 0.465
H -2.225 -2.899 1.061 1.022
Br -1.392 0.648 2.409 -0.630
C 5.520 2.320 -4.087 -1.707
C 4.338 3.213 -4.344 1.844
C 4.062 3.602 -5.657 -0.776
C 2.989 4.409 -5.923 0.134
Cl 2.662 4.899 -7.574 -0.269
C 2.157 4.857 -4.908 -0.720
C 2.394 4.491 -3.599 -1.178
C 3.510 3.615 -3.302 -0.016
O 3.838 3.224 -1.996 -0.665
C 3.858 1.775 -1.521 0.009
C 2.646 0.804 -1.866 0.754
O 2.959 -0.060 -2.678 -0.790
O 1.478 0.948 -1.336 -0.101
H 6.261 2.436 -4.879 0.526
H 5.210 1.273 -4.056 0.269
H 6.000 2.571 -3.142 0.368
H 4.695 3.258 -6.465 0.402
H 1.305 5.482 -5.144 0.413
H 1.710 4.900 -2.866 1.135
H 3.910 1.813 -0.429 -0.725
H 4.790 1.346 -1.872 0.461
O 0.942 -1.385 -0.584 -0.879
```